Record 1
Density functional theory data (wB97M-V/def2-TZVPD) for a structure of composition C6F5IrSSe2Te2 in a non-equilibrium geometry.

The geometry in XYZ format:
```
17
Properties=species:S:1:pos:R:3:forces:R:3
Se 2.7342 0.2985 -0.4457 -2.9100 -0.3308 0.1311
Se -1.2562 2.4203 -0.7432 1.1515 -1.3011 -0.3726
C -2.1431 -3.6954 2.8722 0.0811 0.1593 -0.1355
Te 2.6764 2.2321 -1.9267 -0.1269 0.5882 -0.7532
C -0.7646 -1.4041 2.1596 -0.1081 -0.0900 -0.1830
F -1.8328 -3.1306 5.1400 0.0291 0.0491 -0.2549
F -0.0990 -0.2750 1.7916 -0.2058 -0.3306 0.4753
Te 0.0773 1.9732 -2.8266 0.1719 -0.6727 1.5656
C -1.6476 -2.8449 3.8644 0.0737 0.1221 -0.3443
C -0.9530 -1.6848 3.5032 0.0139 0.0168 -0.2427
F -2.7999 -4.7914 3.2111 0.0087 0.0480 0.0340
F -2.4116 -4.2011 0.5897 0.0057 -0.0449 0.1827
F -0.4760 -0.8666 4.4310 -0.0764 -0.1001 -0.0242
C -1.9399 -3.3941 1.5291 0.2129 0.2513 0.2532
S -0.9351 -1.9595 -0.5409 0.6956 2.0706 -0.5362
C -1.2351 -2.2440 1.1458 0.0887 -0.1003 0.5228
Ir -0.0401 0.2116 -0.6940 0.8945 -0.3351 -0.3179
```
Forces are in eV/Å.

Output
- orbital gap (spin up / spin down) (eV) = 5.53 / 4.49
- relative energy (zero: lowest compared OMol25 entry of this formula, charge and spin) (kcal/mol) = 0.0
- charge = +1
- HOMO energy (spin up / spin down) (eV) = -12.069 / -11.354
- spin multiplicity = 2

***

Record 2
Density functional theory data (wB97M-V/def2-TZVPD) for a structure of composition C6H10 in a non-equilibrium geometry.

The geometry in XYZ format:
```
16
Properties=species:S:1:pos:R:3:forces:R:3
H 0.6825 1.5471 -1.1970 -0.3467 0.1209 -2.6671
C 0.8338 0.8762 0.6157 -0.1877 -0.0724 0.1079
H 1.9728 -0.7659 -0.9369 -0.0511 -0.0244 0.2628
H 0.3520 1.6281 1.2587 -0.0811 -0.3275 -0.1253
H -1.4665 -1.5433 0.5939 -0.1361 0.0836 -0.0749
H -1.8231 1.2228 -0.5022 -0.0324 -0.1213 0.2133
C 0.2565 0.6346 -0.8451 0.4411 0.7211 1.3310
H -1.7268 -0.2736 -1.4318 0.5913 0.3382 0.1335
H 0.4341 -1.6337 -1.2455 0.0509 0.5034 -0.0889
H 1.9171 1.0943 0.5770 -0.4699 -0.2167 -0.1392
H -1.4807 -0.0299 1.5269 0.0778 -0.1961 -0.0477
C -1.0462 -0.5385 0.6596 -0.1126 -0.2081 0.1708
C 0.8997 -0.7735 -0.7372 0.1649 -0.0364 0.0764
C -1.2307 0.3155 -0.6381 0.1556 0.2466 0.2226
C 0.4927 -0.5884 0.7508 0.0419 -0.4528 0.5042
H 0.9327 -1.1718 1.5513 -0.1058 -0.3580 0.1205
```
Forces are in eV/Å.

Output
- orbital gap (eV) = 10.93
- relative energy (zero: lowest compared OMol25 entry of this formula, charge and spin) (kcal/mol) = 33.1
- charge = 0
- HOMO energy (eV) = -9.762

***

Record 3
Density functional theory data (wB97M-V/def2-TZVPD) for a structure of composition C6H10.

The geometry in XYZ format:
```
16
Properties=species:S:1:pos:R:3:forces:R:3
C -0.1025 -0.2226 1.2812 0.2511 -0.0921 0.0696
H -1.3350 -1.9948 1.2828 0.1493 0.0174 0.0120
H -0.5582 0.2721 2.1482 0.0104 -0.0440 -0.2267
H 1.1368 2.0090 -0.4932 -0.1313 -0.0292 0.0056
H 0.9239 0.1219 1.1587 -0.1496 -0.0811 -0.0454
C -0.6535 0.7252 -0.7343 0.2742 0.0701 -0.1049
C 0.0380 2.0465 -0.5119 0.0074 0.1095 0.0327
H -0.2497 2.6901 -1.3534 0.0176 -0.1083 0.1027
C 0.0271 -0.1555 -1.6026 0.3009 -0.2137 -0.1869
H 1.2124 -1.3626 -3.1269 -0.2775 -0.0093 0.0881
H 0.2126 -2.2022 2.1181 -0.0378 0.1431 -0.1110
C 0.5781 -0.8498 -2.4364 -0.0610 0.3929 0.4463
H -0.8818 0.1898 0.4193 -0.2690 -0.0706 0.0673
C -0.2743 -1.7244 1.2599 -0.0249 -0.0432 -0.0792
H 0.1649 -2.1410 0.3485 -0.0624 0.0227 0.1140
H -0.3195 2.5338 0.4015 0.0027 -0.0643 -0.1843
```
Forces are in eV/Å.

Output
- orbital gap (eV) = 7.82
- relative energy (zero: lowest compared OMol25 entry of this formula, charge and spin) (kcal/mol) = 122.5
- charge = 0
- HOMO energy (eV) = -7.669

***

Record 4
Density functional theory data (wB97M-V/def2-TZVPD) for the molecule C6H10.

The geometry in XYZ format:
```
16
Properties=species:S:1:pos:R:3:forces:R:3
H 2.3928 0.0578 -0.8081 -0.0622 0.0146 0.1372
H 2.7561 0.2766 0.9131 -0.0956 -0.0056 -0.1103
H -1.2747 -2.2728 -0.0058 -0.0073 0.1554 -0.0380
H -2.0290 -0.8963 0.8305 0.0601 -0.0906 -0.1298
H 1.0224 -1.5264 0.6192 -0.0419 0.1189 -0.0631
H 1.7005 1.4271 0.0753 0.0675 -0.1651 0.0226
C 0.7501 -0.4678 0.5253 0.0287 -0.0506 0.0722
C 1.9719 0.3694 0.1553 0.0347 0.0092 -0.0056
C -1.0971 2.2281 -0.2445 0.0708 -0.4059 -0.1071
C -0.4046 -0.3331 -0.4859 0.0015 0.0292 0.0185
H -1.3232 3.2449 -0.0162 -0.0306 -0.1151 -0.1528
H 0.3649 -0.1440 1.5009 0.0840 -0.1046 -0.0970
C -0.8199 1.0772 -0.4683 -0.1124 0.4996 0.1455
C -1.5938 -1.2308 -0.1174 -0.0433 -0.0406 0.0172
H -0.0370 -0.6112 -1.4851 -0.0744 0.1293 0.1671
H -2.3748 -1.1893 -0.8831 0.1204 0.0220 0.1233
```
Forces are in eV/Å.

Output
- orbital gap (eV) = 11.12
- relative energy (zero: lowest compared OMol25 entry of this formula, charge and spin) (kcal/mol) = 32.9
- SMILES = C#C[C@H](C)CC
- charge = 0
- HOMO energy (eV) = -9.936

***

Record 5
Density functional theory data (wB97M-V/def2-TZVPD) for the molecule C6H10.

The geometry in XYZ format:
```
16
Properties=species:S:1:pos:R:3:forces:R:3
H -0.4498 1.8264 0.0862 0.0677 -0.1355 -0.0074
H -1.0683 -0.0450 -1.4474 0.0053 -0.0297 0.1352
H -0.4593 -1.2101 -0.2753 -0.0780 0.1208 -0.0190
H 1.6022 1.5517 -1.1610 0.0427 -0.1201 0.1599
H 0.0998 0.6481 1.2950 0.0096 0.0008 -0.1581
C -0.0084 0.8299 0.2152 -0.0385 0.0309 0.0640
H 2.1323 -0.2219 -1.3052 -0.0715 -0.0400 -0.2617
H 3.1435 -1.3680 1.3393 -0.0190 -0.0049 -0.0802
H -2.9607 -1.0164 -0.1246 0.0931 0.1154 0.0633
C 2.2641 -0.2079 -0.1378 -0.0350 -0.2162 0.3551
H -2.2095 -0.4700 1.3821 -0.0037 0.0269 -0.1493
C -0.9475 -0.2324 -0.3726 0.0365 -0.0561 -0.0541
C 1.3631 0.8084 -0.4015 0.0335 -0.0069 -0.0107
C -2.3102 -0.2520 0.3125 -0.0444 0.0142 0.0363
H -2.8168 0.7157 0.2172 0.0698 -0.1346 0.0048
C 2.6255 -1.3567 0.3780 -0.0679 0.4350 -0.0780
```
Forces are in eV/Å.

Output
- orbital gap (eV) = 8.12
- relative energy (zero: lowest compared OMol25 entry of this formula, charge and spin) (kcal/mol) = 115.3
- charge = 0
- HOMO energy (eV) = -7.912

***

Record 6
Density functional theory data (wB97M-V/def2-TZVPD) for the molecule C6H10.

The geometry in XYZ format:
```
16
Properties=species:S:1:pos:R:3:forces:R:3
H 0.7699 2.2461 0.7320 0.0234 -0.2085 -0.0226
C 1.1702 0.9147 -1.0069 -0.0033 -0.0451 -0.1968
C -1.3116 0.2578 -0.0814 -0.0941 0.1224 -0.0513
C 1.1663 1.2710 0.4548 -0.0070 0.0556 0.1979
H 2.0119 0.3419 -1.3924 -0.1762 0.0800 0.0756
H -1.8038 -1.9153 -0.3592 0.1002 0.1483 0.1377
H -1.7487 0.4398 -1.0682 0.0706 -0.0183 0.1046
C -1.3185 -1.2360 0.3495 -0.1534 -0.0480 0.0246
H 0.7710 1.6517 -1.7012 0.0216 -0.1694 0.1126
H -1.7774 0.9445 0.6320 0.1027 -0.0637 -0.0685
C 0.2301 -1.2560 0.3099 0.1997 -0.0570 0.0008
C 0.2221 0.2302 -0.0685 0.0880 -0.0096 0.0048
H 2.0038 0.9324 1.0627 -0.1802 0.0585 -0.0974
H 0.6530 -1.9154 -0.4537 -0.0385 0.0787 0.0611
H 0.7127 -1.4800 1.2653 -0.0471 0.0188 -0.0835
H -1.7448 -1.4160 1.3422 0.0937 0.0573 -0.1995
```
Forces are in eV/Å.

Output
- orbital gap (eV) = 11.02
- relative energy (zero: lowest compared OMol25 entry of this formula, charge and spin) (kcal/mol) = 30.0
- SMILES = C1CC2(C1)CC2
- charge = 0
- HOMO energy (eV) = -9.796

***

Record 7
Density functional theory data (wB97M-V/def2-TZVPD) for a structure of composition C6H10 in a non-equilibrium geometry.

The geometry in XYZ format:
```
16
Properties=species:S:1:pos:R:3:forces:R:3
H -0.2601 1.4300 -2.3480 0.0459 0.0530 0.0467
H -0.4978 0.5229 2.3507 0.1016 -0.0994 -0.0237
H -0.1827 -1.2115 2.2412 0.0789 0.0888 0.0971
C 0.2084 -0.2263 1.9831 0.0723 -0.0249 0.2619
H 1.3415 -1.0737 -1.2203 -0.0260 0.0012 0.2894
C -1.1651 0.3374 -0.7866 -0.6830 -0.4445 -0.1792
C 0.3272 -0.1415 0.4705 0.1937 -0.2929 0.4152
H 1.1724 -0.0709 2.4770 0.0469 0.0457 -0.0490
H -1.9707 1.0931 -2.5559 0.1133 0.0983 0.3006
H 0.8014 0.8452 0.2489 -0.7875 -0.3344 -0.2271
H 2.1916 -1.1950 0.3520 0.0010 -0.0325 -0.1406
C -1.2069 1.3611 -1.8124 -0.0217 0.1437 0.0001
H -1.4507 2.3067 -1.3337 -0.0178 0.2796 -0.3577
C -1.2618 -0.5837 0.0459 0.7057 0.6609 -0.4861
C 1.2122 -1.2117 -0.1386 0.0230 -0.1165 0.0834
H 0.7410 -2.1821 0.0264 0.1538 -0.0261 -0.0311
```
Forces are in eV/Å.

Output
- orbital gap (eV) = 10.40
- relative energy (zero: lowest compared OMol25 entry of this formula, charge and spin) (kcal/mol) = 84.3
- charge = 0
- HOMO energy (eV) = -9.476

***

Record 8
Density functional theory data (wB97M-V/def2-TZVPD) for the molecule C6H10.

The geometry in XYZ format:
```
16
Properties=species:S:1:pos:R:3:forces:R:3
C 0.5351 -0.0900 1.8458 -0.0269 0.0112 0.0840
C -0.8311 1.3947 -1.0218 -0.0647 0.0993 0.0418
C 0.8974 -0.5421 0.4375 0.0683 0.0210 -0.0117
C -0.2931 -1.0365 -0.4267 0.0513 -0.0340 0.0195
H 0.2212 -0.9402 2.4609 0.0114 0.0987 -0.0608
H -1.0725 -0.3379 -2.4136 0.0343 0.0708 0.1614
H 1.6805 -1.3058 0.4766 -0.1288 0.0441 0.0645
H -1.3488 2.0992 -1.6699 -0.0393 -0.0633 0.0109
C -0.6160 0.0064 -1.4868 -0.0009 -0.1226 -0.0729
H -0.0356 -1.9837 -0.9112 -0.0022 0.1655 0.0145
H -1.1765 -1.2351 0.1980 0.1747 0.0455 -0.0890
H -0.2901 0.6331 1.8456 0.1463 -0.1312 -0.0145
C 0.4947 1.0292 -1.6124 -0.2180 -0.0179 -0.0677
H 1.3937 0.3863 2.3313 -0.1373 -0.1101 -0.0151
H 1.3891 0.3007 -0.0890 -0.0135 -0.1283 0.1101
H -0.9478 1.6216 0.0358 0.1452 0.0513 -0.1750
```
Forces are in eV/Å.

Output
- orbital gap (eV) = 8.71
- relative energy (zero: lowest compared OMol25 entry of this formula, charge and spin) (kcal/mol) = 102.1
- charge = 0
- HOMO energy (eV) = -8.768